Density functional theory data (ωB97M-V/def2-TZVPD) for a structure of composition C9H4F3NO2SrTe4 at a distorted geometry.

Geometry as XYZ:
```
24
Properties=species:S:1:pos:R:3
Sr 0.156 0.089 0.692
Te 3.114 -0.571 1.836
Te 2.030 -2.202 3.746
Te -0.270 -1.033 4.543
Te -2.019 -1.346 2.551
O -0.919 1.395 3.128
C -0.658 2.381 2.403
N -0.220 2.247 1.133
C -0.074 3.451 0.552
O 0.273 3.632 -0.625
C -0.404 4.487 1.551
C -0.380 5.864 1.518
C -0.727 6.566 2.661
C -1.097 5.886 3.828
C -1.134 4.505 3.867
C -0.794 3.796 2.723
H -0.089 6.380 0.614
H -0.713 7.651 2.653
H -1.363 6.455 4.714
H -1.422 3.988 4.774
F 0.810 -3.226 -0.356
C 0.355 -2.108 -1.069
F 1.264 -2.063 -2.134
F -0.789 -2.638 -1.708
```

Its largest force on an atom is 3.541 eV/Å. As for the net charge: -2. The calculation puts the HOMO energy at -0.82 eV.

Atomic partial charges in e from the Löwdin method, atoms 1 to 8: 0.824 -0.279 -0.209 -0.076 -0.125 -0.291 -0.482 -0.124

Density functional theory data (ωB97M-V/def2-TZVPD) for an isolated molecule of C4H8N2O at a distorted geometry.

Geometry as XYZ:
```
15
Properties=species:S:1:pos:R:3
C -0.624 1.001 -0.276
C 0.035 0.934 -1.618
C -0.730 0.000 0.610
N -1.462 0.059 1.787
C 1.406 -0.915 0.381
N 2.222 -1.803 0.059
O 0.046 -1.131 0.548
H -1.191 1.899 -0.075
H -2.278 0.650 1.759
H -1.613 -0.841 2.219
H 1.812 -2.715 -0.129
H 1.773 0.075 0.637
H 0.873 1.632 -1.667
H 0.403 -0.066 -1.836
H -0.672 1.222 -2.397
```

Its relative energy (zero: lowest compared OMol25 entry of this formula, charge and spin) is 187.7 kJ/mol. Its largest force on an atom is 1.310 eV/Å. As for the net charge: 0. The calculation puts the HOMO energy at -8.18 eV. As for the structure (SMILES): [H]/N=C\O/C(N)=C\C.

Atomic partial charges in e from the Löwdin method, atoms 1 to 8: -0.121 -0.104 -0.433 0.121 -0.299 0.125 0.008 0.101

Density functional theory data (ωB97M-V/def2-TZVPD) for an isolated molecule of C7H12O2 at a distorted geometry.

Geometry as XYZ:
```
21
Properties=species:S:1:pos:R:3
C 0.194 0.745 -0.251
C 0.139 -1.526 0.918
C 0.884 -0.631 -0.013
C 0.939 1.513 -1.341
C 0.128 1.568 1.037
C -0.636 -2.560 0.533
C -1.226 0.413 -0.736
O -1.960 -0.089 0.253
O -1.539 0.337 -1.898
H 0.118 -1.208 1.953
H 0.999 -1.131 -0.976
H 1.875 -0.427 0.404
H 0.435 2.457 -1.543
H 1.963 1.720 -1.029
H 0.947 0.946 -2.271
H 1.133 1.783 1.399
H -0.434 1.053 1.812
H -0.379 2.513 0.846
H -0.440 -3.030 -0.420
H -0.921 -3.306 1.260
H -2.218 -1.140 0.062
```

Its relative energy (zero: lowest compared OMol25 entry of this formula, charge and spin) is 83.7 kJ/mol. Its largest force on an atom is 4.074 eV/Å. As for the net charge: 0. The calculation puts the HOMO energy at -9.90 eV. As for the structure (SMILES): C=CCC(C)(C)C(=O)O.

Atomic partial charges in e from the Löwdin method, atoms 1 to 8: -0.469 -0.156 -0.128 -0.042 -0.035 -0.017 -0.519 0.021

Density functional theory data (ωB97M-V/def2-TZVPD) for a structure of composition C29H19BrN3O7PS2 at a distorted geometry.

Geometry as XYZ:
```
62
Properties=species:S:1:pos:R:3
O 0.260 4.168 1.147
P 1.025 4.451 2.612
Br 3.117 3.585 2.296
C 0.321 3.374 3.968
C 0.768 3.744 5.395
C 0.325 2.957 6.535
S 0.897 3.366 8.233
C -0.584 1.778 6.328
N -1.109 0.894 7.239
S -2.049 -0.243 6.453
N -1.875 0.263 4.869
C -1.065 1.378 4.939
C -0.567 2.227 3.777
C -1.019 1.791 2.368
C -2.278 2.164 1.690
C -2.542 1.679 0.347
N -1.810 0.846 -0.472
C -0.648 0.531 0.199
C -0.172 0.934 1.513
H -0.536 4.717 1.031
H 1.447 4.625 5.566
H 2.028 2.567 8.336
H -3.015 2.830 2.205
H -3.509 2.038 -0.116
H 0.041 -0.155 -0.382
H 0.830 0.596 1.879
C 1.796 -4.288 -3.431
C 1.766 -3.445 -2.400
C 0.751 -2.372 -2.316
O 0.724 -1.601 -1.376
C -0.231 -2.271 -3.419
C -0.201 -3.113 -4.450
C 0.814 -4.188 -4.536
O 0.841 -4.957 -5.474
H 2.532 -5.079 -3.509
H 2.475 -3.505 -1.584
H -0.966 -1.479 -3.339
H -0.911 -3.053 -5.266
C -6.993 1.729 -1.746
C -7.393 1.376 -2.966
C -6.679 1.847 -4.175
O -7.044 1.528 -5.287
C -5.503 2.724 -3.974
C -5.103 3.077 -2.754
C -5.817 2.605 -1.546
O -5.451 2.925 -0.431
H -7.502 1.394 -0.851
H -8.250 0.735 -3.131
H -4.993 3.059 -4.868
H -4.246 3.718 -2.589
C 6.396 -2.292 -1.251
C 5.818 -3.070 -2.164
C 5.820 -4.545 -2.028
O 5.295 -5.255 -2.862
C 6.487 -5.120 -0.838
C 7.065 -4.342 0.075
C 7.064 -2.867 -0.060
O 7.589 -2.157 0.772
H 6.405 -1.212 -1.334
H 5.325 -2.666 -3.039
H 6.478 -6.200 -0.755
H 7.558 -4.746 0.950
```

Its largest force on an atom is 4.606 eV/Å. As for the net charge: 0. The calculation puts the HOMO energy at -8.87 eV.

Atomic partial charges in e from the Löwdin method, atoms 1 to 8: -0.391 0.574 0.214 -0.359 -0.089 -0.518 0.707 -0.319

Density functional theory data (ωB97M-V/def2-TZVPD) for a structure of composition C39H42AsBrGdN3O2PSe5 at a distorted geometry.

Geometry as XYZ:
```
95
Properties=species:S:1:pos:R:3
Gd 8.436 -14.389 -12.637
Se 11.341 -13.612 -12.453
Se 12.180 -15.284 -13.915
Se 10.997 -14.760 -15.809
Se 8.848 -15.540 -15.243
C 9.931 -8.985 -14.822
C 9.297 -10.269 -14.285
C 9.727 -11.424 -15.180
C 9.629 -10.557 -12.808
C 9.840 -9.392 -11.847
O 8.686 -9.385 -11.024
C 8.035 -10.555 -11.263
N 8.495 -11.314 -12.167
C 6.763 -10.522 -10.533
C 6.136 -9.284 -10.568
C 4.981 -9.054 -9.857
C 4.471 -10.027 -9.028
C 5.044 -11.286 -9.025
C 6.166 -11.569 -9.820
P 6.658 -13.367 -10.062
C 7.107 -13.765 -8.341
C 7.346 -15.113 -8.052
C 7.910 -15.476 -6.838
C 8.221 -14.506 -5.884
C 7.987 -13.172 -6.155
C 7.447 -12.791 -7.401
C 4.970 -14.103 -10.143
C 4.437 -14.962 -9.189
C 3.167 -15.469 -9.334
C 2.418 -15.119 -10.416
C 2.912 -14.219 -11.354
C 4.241 -13.754 -11.280
H 9.830 -8.848 -15.879
H 11.004 -9.028 -14.554
H 9.508 -8.103 -14.342
H 8.196 -10.121 -14.380
H 9.531 -11.226 -16.244
H 10.800 -11.516 -15.022
H 9.232 -12.375 -14.932
H 10.529 -11.180 -12.827
H 9.917 -8.404 -12.319
H 10.726 -9.489 -11.218
H 6.573 -8.487 -11.147
H 4.518 -8.111 -9.906
H 3.642 -9.839 -8.342
H 4.664 -12.042 -8.350
H 7.209 -15.882 -8.798
H 8.208 -16.506 -6.595
H 8.684 -14.780 -4.941
H 8.201 -12.426 -5.422
H 7.313 -11.765 -7.647
H 5.002 -15.254 -8.304
H 2.749 -16.178 -8.618
H 1.423 -15.553 -10.574
H 2.333 -14.011 -12.222
H 4.669 -13.111 -12.027
C 12.356 -12.562 -7.751
C 11.535 -13.589 -8.181
C 10.412 -13.258 -8.945
N 10.061 -11.989 -9.233
C 10.882 -11.009 -8.855
C 12.016 -11.243 -8.108
H 13.272 -12.791 -7.215
H 11.791 -14.633 -8.001
H 9.780 -14.031 -9.332
H 10.614 -10.012 -9.143
H 12.695 -10.416 -7.847
Br 9.871 -19.938 -8.231
C 9.433 -18.418 -9.317
C 8.165 -18.268 -9.843
C 7.862 -17.241 -10.704
C 8.814 -16.290 -11.119
C 10.087 -16.460 -10.582
C 10.396 -17.521 -9.737
H 7.365 -18.995 -9.625
H 6.826 -17.237 -11.052
H 10.915 -15.849 -10.944
H 11.405 -17.684 -9.357
Se 5.763 -16.076 -13.298
C 6.098 -17.839 -13.483
N 6.249 -18.976 -13.644
C 4.556 -11.381 -14.658
As 5.722 -12.878 -15.003
C 4.546 -14.243 -15.682
C 6.805 -12.457 -16.481
O 6.606 -13.101 -13.623
H 4.511 -11.261 -13.570
H 3.586 -11.583 -15.060
H 4.990 -10.471 -15.087
H 3.975 -13.810 -16.508
H 3.848 -14.516 -14.910
H 5.063 -15.098 -16.047
H 6.210 -12.360 -17.387
H 7.477 -13.275 -16.577
H 7.409 -11.558 -16.312
```

As for the expectation value of S²: 16.07. Its largest force on an atom is 2.043 eV/Å. As for the net charge: -1. As for the spin multiplicity: 8. The calculation puts the HOMO energy (spin up / spin down) at -4.39 / -4.31 eV.

Atomic partial charges in e from the Löwdin method, atoms 1 to 8: 0.801 -0.052 -0.087 -0.129 -0.089 -0.077 -0.379 -0.123

Density functional theory data (ωB97M-V/def2-TZVPD) for a cluster of 8 separate species, C39H55BN2O18 in total at a distorted geometry.

Geometry as XYZ:
```
115
Properties=species:S:1:pos:R:3
C -2.226 1.004 -6.754
C -2.432 2.267 -7.573
O -1.212 2.938 -7.901
B -0.503 3.544 -6.905
O 0.775 3.962 -7.208
C -1.019 3.806 -5.435
C -2.164 4.535 -5.113
C -2.566 4.753 -3.800
C -1.838 4.244 -2.733
C -2.316 4.458 -1.321
N -2.494 3.155 -0.625
C -0.679 3.534 -3.029
C -0.289 3.317 -4.347
C 0.978 2.506 -4.318
O 1.761 2.216 -5.177
N 1.146 2.131 -2.980
C 0.346 2.911 -2.132
O 0.528 3.043 -0.963
H -1.301 0.498 -7.010
H -3.043 0.312 -6.946
H -2.276 1.235 -5.693
H -3.157 2.927 -7.107
H -2.878 1.980 -8.523
H 1.237 3.213 -7.604
H -2.740 4.956 -5.925
H -3.463 5.335 -3.651
H -1.644 5.106 -0.764
H -3.285 4.951 -1.393
H -3.406 3.153 -0.184
H -2.566 2.441 -1.341
H 2.094 2.031 -2.632
O -0.622 -2.950 1.210
C -0.336 -1.821 0.912
O -1.133 -1.058 0.133
C -0.494 0.208 -0.144
C 0.518 0.395 0.972
C 0.916 -1.051 1.275
H -0.023 0.145 -1.130
H -1.250 0.988 -0.161
H 1.348 1.039 0.694
H 0.041 0.829 1.845
H 1.733 -1.391 0.639
H 1.168 -1.197 2.323
O 0.421 2.157 3.576
C -0.424 1.817 4.349
O -1.071 0.633 4.228
C -2.102 0.522 5.223
C -1.692 1.485 6.329
C -0.971 2.581 5.541
H -3.056 0.796 4.768
H -2.158 -0.510 5.563
H -2.533 1.837 6.921
H -0.989 0.995 7.004
H -1.655 3.348 5.178
H -0.163 3.040 6.102
O -0.184 6.514 -3.374
C 0.917 6.641 -3.826
O 1.189 7.472 -4.856
C 2.562 7.329 -5.261
C 3.278 6.751 -4.047
C 2.178 5.907 -3.409
H 2.598 6.658 -6.122
H 2.947 8.302 -5.555
H 4.176 6.193 -4.305
H 3.565 7.555 -3.367
H 2.147 4.900 -3.827
H 2.253 5.860 -2.326
O 5.126 -0.322 0.181
C 4.936 -1.490 0.355
O 3.765 -2.093 0.040
C 3.787 -3.474 0.461
C 5.261 -3.836 0.561
C 5.887 -2.502 0.967
H 3.276 -3.549 1.417
H 3.256 -4.076 -0.274
H 5.462 -4.647 1.246
H 5.631 -4.128 -0.425
H 5.890 -2.367 2.049
H 6.889 -2.367 0.571
O -2.381 -2.306 7.768
C -1.845 -3.192 7.169
O -2.504 -3.978 6.286
C -1.636 -5.014 5.796
C -0.224 -4.488 6.016
C -0.398 -3.637 7.273
H -1.834 -5.926 6.365
H -1.861 -5.197 4.748
H 0.518 -5.279 6.111
H 0.068 -3.852 5.179
H -0.280 -4.220 8.187
H 0.266 -2.778 7.293
O 3.717 -4.597 3.501
C 3.711 -5.770 3.274
O 3.992 -6.289 2.046
C 3.811 -7.719 2.071
C 3.930 -8.120 3.534
C 3.377 -6.887 4.242
H 2.826 -7.945 1.659
H 4.570 -8.179 1.444
H 3.405 -9.043 3.768
H 4.980 -8.254 3.796
H 2.293 -6.928 4.360
H 3.848 -6.710 5.205
O -5.046 1.056 -1.256
C -5.277 -0.107 -1.088
O -6.466 -0.668 -1.417
C -6.492 -2.046 -1.003
C -5.030 -2.458 -0.891
C -4.367 -1.149 -0.470
H -7.017 -2.108 -0.047
H -7.041 -2.625 -1.742
H -4.866 -3.282 -0.200
H -4.655 -2.761 -1.869
H -4.369 -1.018 0.613
H -3.356 -1.054 -0.850
```

Its largest force on an atom is 1.118 eV/Å. As for the net charge: 0. The calculation puts the HOMO energy at -8.89 eV. As for the structure (SMILES): CCOB(O)c1ccc(CN)c2c1C(=O)NC2=O.O=C1CCCO1.O=C1CCCO1.O=C1CCCO1.O=C1CCCO1.O=C1CCCO1.O=C1CCCO1.O=C1CCCO1.

Atomic partial charges in e from the Löwdin method, atoms 1 to 8: -0.053 -0.230 0.094 -0.603 0.161 -0.016 -0.008 0.001

Density functional theory data (ωB97M-V/def2-TZVPD) for a structure of composition C31H56AlN7O at a distorted geometry.

Geometry as XYZ:
```
96
Properties=species:S:1:pos:R:3
Al -0.892 -4.133 -0.843
C -0.143 1.119 -1.397
C 0.112 -0.199 -0.574
C -0.855 -0.173 0.655
O 0.077 -1.411 -1.309
H 0.109 2.023 -0.843
H -1.137 1.143 -1.843
H 0.494 1.090 -2.281
H 1.090 0.001 -0.137
H -0.785 0.784 1.171
H -0.732 -1.075 1.255
H -1.850 -0.185 0.208
C 2.391 3.884 -0.915
C 2.217 3.512 0.600
C 0.806 3.874 1.142
C 0.399 5.301 1.218
N 0.083 6.356 1.255
H 1.993 4.874 -1.140
H 1.827 3.273 -1.620
H 3.474 3.843 -1.036
H 3.008 3.980 1.187
H 2.331 2.429 0.553
H 0.567 3.542 2.153
H 0.086 3.523 0.402
C -6.252 1.438 -2.080
C -4.970 0.877 -2.679
C -3.768 1.714 -2.291
C -3.983 3.124 -2.414
N -4.139 4.247 -2.598
H -7.180 1.072 -2.519
H -6.368 2.509 -2.250
H -6.370 1.144 -1.037
H -4.942 1.011 -3.761
H -4.835 -0.192 -2.513
H -2.996 1.278 -2.925
H -3.372 1.618 -1.280
C -2.258 -2.455 4.374
C -3.864 -2.438 4.186
C -4.323 -3.263 2.971
C -3.751 -2.903 1.618
N -3.195 -2.653 0.603
H -1.916 -3.465 4.603
H -1.873 -1.847 5.193
H -1.667 -2.003 3.578
H -4.330 -1.457 4.102
H -4.297 -2.858 5.094
H -5.398 -3.118 2.868
H -4.189 -4.316 3.217
C 5.791 -2.272 1.583
C 4.317 -2.850 1.641
C 3.166 -1.762 1.657
C 1.836 -2.517 1.657
N 0.847 -3.086 1.716
H 6.439 -3.146 1.635
H 5.936 -1.687 2.491
H 6.114 -1.594 0.792
H 4.179 -3.452 2.540
H 4.185 -3.589 0.851
H 3.227 -1.134 0.768
H 3.297 -1.137 2.540
C -1.371 0.953 6.718
C -1.281 1.949 5.548
C -0.964 1.282 4.204
C 0.288 0.609 4.152
N 1.323 0.130 4.132
H -2.095 0.159 6.532
H -1.608 1.509 7.625
H -0.414 0.446 6.840
H -0.446 2.588 5.836
H -2.204 2.524 5.479
H -0.814 2.029 3.425
H -1.786 0.673 3.825
C 5.091 0.866 -2.987
C 4.753 -0.478 -2.563
C 3.323 -0.921 -2.802
C 3.018 -2.298 -2.234
N 2.736 -3.369 -1.800
H 4.465 1.691 -2.649
H 5.173 1.103 -4.048
H 6.082 1.127 -2.616
H 5.124 -0.739 -1.572
H 5.334 -1.189 -3.150
H 3.075 -1.100 -3.848
H 2.725 -0.144 -2.326
C 1.013 -1.016 -6.362
C 0.164 -1.638 -5.196
C -1.180 -1.001 -4.858
C -1.937 -1.745 -3.859
N -2.581 -2.360 -3.084
H 0.375 -1.018 -7.246
H 1.899 -1.547 -6.712
H 1.144 0.048 -6.168
H 0.816 -1.725 -4.327
H -0.010 -2.694 -5.401
H -1.865 -0.979 -5.705
H -1.134 0.057 -4.598
```

As for the expectation value of S²: 1.78. Its relative energy (zero: lowest compared OMol25 entry of this formula, charge and spin) is 8.9 kJ/mol. Its largest force on an atom is 7.112 eV/Å. As for the net charge: +3. As for the spin multiplicity: 2. The calculation puts the HOMO energy (spin up / spin down) at -17.67 / -17.67 eV.

Atomic partial charges in e from the Löwdin method, atoms 1 to 8: 1.058 0.024 -0.352 0.007 0.088 0.066 0.056 0.089

Density functional theory data (ωB97M-V/def2-TZVPD) for a cluster of 2 separate species, C2H6BrNO2S in total at a distorted geometry.

Geometry as XYZ:
```
13
Properties=species:S:1:pos:R:3
C 1.988 2.040 -0.101
C 1.864 0.803 -0.562
N -1.787 -2.186 0.057
O -1.386 -0.240 1.621
O -1.538 0.178 -0.852
S -0.898 -0.692 0.121
Br 2.867 -0.636 0.043
H 2.901 2.108 0.552
H 1.484 2.918 -0.395
H -2.430 -0.205 1.736
H 1.120 0.519 -1.177
H -2.671 -1.881 -0.306
H -1.513 -2.725 -0.738
```

As for the expectation value of S²: 2.01. Its largest force on an atom is 9.355 eV/Å. As for the net charge: 0. As for the spin multiplicity: 3. The calculation puts the HOMO energy (spin up / spin down) at -5.56 / -10.14 eV.

Atomic partial charges in e from the Löwdin method, atoms 1 to 8: -0.098 -0.742 -0.165 -0.337 -0.461 0.803 0.741 0.061

Q: The lowest net charge belongs to which entry?
A: C9H4F3NO2SrTe4